# 1
Computed, not measured: a 13-piece molecular cluster, C39H72O39 overall, with ωB97M-V/def2-TZVPD.

Atoms and positions in Å:
C -2.828 -1.773 -6.203
C -3.980 -2.726 -5.903
O -3.766 -2.956 -4.491
C -2.531 -2.567 -4.127
O -2.128 -2.681 -3.013
O -1.907 -1.932 -5.124
H -3.153 -0.746 -6.387
H -2.175 -1.992 -7.052
H -3.822 -3.665 -6.441
H -5.018 -2.479 -6.102
C 5.586 -0.992 1.624
C 6.933 -0.791 2.342
O 6.621 0.374 3.096
C 5.319 0.355 3.408
O 4.795 0.995 4.267
O 4.692 -0.513 2.601
H 5.435 -2.040 1.370
H 5.536 -0.363 0.738
H 7.662 -0.469 1.598
H 7.284 -1.672 2.879
C 0.500 2.680 -3.731
C -0.027 4.039 -3.195
O -1.400 3.968 -3.620
C -1.702 2.865 -4.288
O -2.749 2.617 -4.796
O -0.583 2.079 -4.438
H 0.830 2.037 -2.915
H 1.328 2.831 -4.418
H 0.338 4.740 -3.948
H 0.155 4.328 -2.168
C 8.657 1.435 -1.754
O 7.498 0.782 -1.191
C 6.387 0.782 -1.871
O 6.019 1.556 -2.730
O 5.631 -0.222 -1.443
C 4.330 -0.457 -1.994
H 9.429 1.623 -1.020
H 8.289 2.354 -2.210
H 9.015 0.823 -2.580
H 3.719 0.347 -1.588
H 3.947 -1.443 -1.747
H 4.432 -0.412 -3.077
C 3.395 1.104 -6.768
O 2.860 0.889 -5.454
C 2.233 -0.277 -5.177
O 1.966 -1.122 -5.991
O 1.924 -0.235 -3.914
C 1.092 -1.252 -3.360
H 3.336 2.146 -7.055
H 2.727 0.565 -7.449
H 4.349 0.584 -6.788
H 0.056 -1.107 -3.675
H 1.006 -1.183 -2.281
H 1.416 -2.221 -3.731
C -2.542 3.908 0.026
O -3.166 3.948 1.287
C -4.485 4.008 1.440
O -5.315 3.998 0.577
O -4.716 4.203 2.745
C -6.016 4.741 3.083
H -2.947 3.095 -0.593
H -1.498 3.656 0.175
H -2.810 4.735 -0.634
H -6.768 4.188 2.523
H -6.100 5.776 2.753
H -6.025 4.595 4.155
C -1.861 0.386 -1.652
O -0.531 0.524 -1.237
C -0.093 0.090 -0.061
O -0.710 -0.573 0.721
O 1.216 0.341 -0.011
C 2.011 -0.459 0.838
H -2.207 0.843 -2.576
H -2.590 0.745 -0.915
H -2.171 -0.662 -1.719
H 1.440 -0.876 1.665
H 2.815 0.140 1.269
H 2.471 -1.271 0.270
C -3.512 -1.698 2.404
O -3.710 -2.429 3.625
C -2.883 -2.224 4.647
O -1.966 -1.452 4.650
O -3.316 -2.990 5.634
C -2.346 -3.321 6.622
H -3.314 -0.683 2.732
H -4.384 -1.841 1.766
H -2.777 -2.230 1.796
H -2.152 -2.467 7.268
H -1.425 -3.680 6.159
H -2.684 -4.172 7.209
C 2.245 3.156 0.521
O 3.457 3.857 0.316
C 4.610 3.192 0.497
O 4.721 2.096 0.989
O 5.577 4.009 0.146
C 6.941 3.615 0.166
H 2.435 2.302 1.176
H 1.874 2.737 -0.417
H 1.513 3.815 0.982
H 7.121 2.566 0.394
H 7.388 4.215 0.958
H 7.351 3.801 -0.823
C -4.313 -3.653 -1.115
O -4.680 -4.217 0.139
C -5.809 -3.848 0.734
O -6.626 -3.100 0.268
O -5.790 -4.337 1.966
C -6.916 -4.125 2.810
H -3.270 -3.884 -1.293
H -4.357 -2.561 -1.077
H -4.950 -3.957 -1.943
H -7.673 -3.463 2.392
H -6.581 -3.629 3.720
H -7.345 -5.097 3.035
C 0.887 -2.547 3.883
O 2.186 -3.104 3.726
C 2.461 -3.686 2.575
O 1.634 -3.908 1.723
O 3.746 -4.018 2.568
C 4.260 -4.502 1.356
H 0.849 -2.046 4.841
H 0.146 -3.356 3.920
H 0.439 -2.007 3.049
H 5.332 -4.339 1.233
H 3.845 -4.000 0.478
H 4.117 -5.573 1.203
C 1.312 2.608 8.559
O 0.738 2.278 7.296
C 1.493 1.571 6.464
O 2.564 1.109 6.735
O 0.878 1.566 5.288
C 1.504 0.879 4.218
H 1.972 3.472 8.497
H 1.828 1.738 8.957
H 0.458 2.873 9.180
H 2.416 0.356 4.527
H 1.906 1.633 3.542
H 0.938 0.078 3.754
C -5.342 0.653 -4.602
O -5.891 -0.150 -3.575
C -5.931 0.428 -2.348
O -5.386 1.448 -2.063
O -6.778 -0.201 -1.555
C -7.804 -1.022 -2.057
H -5.916 1.529 -4.896
H -5.060 -0.022 -5.408
H -4.355 1.022 -4.311
H -7.456 -2.006 -2.381
H -8.222 -0.558 -2.955
H -8.584 -1.187 -1.319

Results
HOMO = -10.18 eV
Total charge = 0
DFT total energy = -121460.6246 eV
Multiplicity = 1
LUMO = 0.4 eV
Energy relative to the best compared isomer or geometry (same formula, charge and spin) = 2.9858 eV
Orbital gap = 10.55 eV

# 2
Computed, not measured: a 11-piece molecular cluster, C39H73F3N3O21S6 overall, with ωB97M-V/def2-TZVPD.

Atoms and positions in Å:
C 0.507 -0.364 0.106
C 0.962 1.006 0.558
O 0.916 1.089 1.927
H 1.197 -1.087 0.449
H 0.477 -0.414 -0.960
H -0.493 -0.612 0.453
H 0.377 1.862 0.093
H 2.017 1.227 0.195
C 1.696 -4.946 -6.334
C 0.621 -5.133 -5.253
O 0.314 -3.836 -4.536
C -0.314 -2.904 -5.181
O -0.699 -2.939 -6.304
C -0.432 -1.680 -4.218
F -1.161 -0.690 -4.619
F -0.893 -2.080 -3.029
F 0.842 -1.249 -3.985
H 1.152 -4.912 -7.277
H 2.396 -5.749 -6.345
H 2.199 -3.965 -6.205
H 0.922 -5.703 -4.341
H -0.288 -5.577 -5.586
O 3.302 -2.660 2.947
S 3.697 -1.389 3.440
O 3.237 -0.949 4.773
O 5.256 -1.698 3.604
C 6.012 -0.631 4.168
C 7.363 -1.248 4.573
C 3.492 -0.054 2.253
H 5.504 -0.280 5.072
H 6.191 0.163 3.466
H 7.194 -2.110 5.196
H 8.056 -0.516 5.048
H 7.935 -1.593 3.717
H 4.011 0.763 2.682
H 2.398 0.220 2.401
H 3.808 -0.320 1.252
O -2.882 0.326 -0.118
S -3.243 1.191 0.939
O -3.171 2.581 0.696
O -4.706 0.877 1.380
C -5.372 -0.285 0.786
C -6.765 -0.363 1.341
C -2.472 0.774 2.514
H -4.892 -1.180 1.142
H -5.308 -0.237 -0.289
H -7.255 -1.201 0.845
H -7.365 0.538 1.078
H -6.689 -0.451 2.418
H -1.417 0.649 2.308
H -3.007 -0.071 2.946
H -2.596 1.655 3.085
O -1.616 7.116 -3.982
S -1.178 6.276 -2.966
O -1.360 6.587 -1.620
O -1.920 4.910 -3.294
C -2.379 3.932 -2.201
C -2.573 2.605 -2.849
C 0.560 5.872 -3.081
H -3.297 4.402 -1.901
H -1.615 3.831 -1.404
H -1.547 2.302 -2.954
H -3.247 2.331 -3.670
H -2.857 1.914 -2.052
H 0.783 5.706 -4.138
H 0.774 4.954 -2.556
H 1.098 6.681 -2.666
O 1.038 4.261 -0.557
S 1.351 4.859 0.698
O 2.196 6.005 0.769
O 0.046 5.258 1.566
C -1.165 4.498 1.367
C -1.914 4.506 2.657
C 2.029 3.751 1.901
H -0.830 3.514 1.094
H -1.801 4.876 0.612
H -2.040 5.529 3.004
H -1.263 4.024 3.425
H -2.836 3.987 2.615
H 1.481 2.795 1.994
H 1.946 4.305 2.864
H 3.077 3.550 1.655
O -1.376 -0.198 5.077
S -0.863 0.941 5.792
O -1.702 2.029 6.179
O -0.242 0.482 7.185
C 0.803 -0.511 7.142
C 2.122 0.108 7.590
C 0.602 1.593 4.924
H 0.923 -0.894 6.126
H 0.528 -1.318 7.828
H 2.188 1.115 7.172
H 3.006 -0.365 7.244
H 2.079 0.184 8.657
H 0.292 2.001 3.965
H 1.506 0.965 4.751
H 0.936 2.410 5.612
O -2.989 -5.515 0.688
S -2.796 -4.118 0.943
O -3.842 -3.166 1.089
O -1.822 -4.090 2.194
C -1.536 -2.656 2.639
C -0.236 -2.845 3.412
C -1.793 -3.425 -0.360
H -2.449 -2.321 3.124
H -1.310 -2.020 1.795
H -0.284 -3.462 4.306
H 0.122 -1.824 3.732
H 0.515 -3.260 2.758
H -2.201 -3.804 -1.293
H -0.766 -3.732 -0.217
H -1.962 -2.330 -0.329
N -4.146 -0.564 -3.751
C -4.226 -1.304 -2.678
C -4.355 -2.694 -2.739
C -4.356 -3.302 -3.986
C -4.151 -2.512 -5.102
C -4.138 -1.137 -4.944
H -4.221 -0.798 -1.749
H -4.583 -3.323 -1.931
H -4.508 -4.367 -3.936
H -4.188 -2.892 -6.113
H -4.137 -0.385 -5.785
N 2.550 3.698 -5.826
C 3.070 3.179 -4.741
C 2.331 2.495 -3.794
C 0.955 2.423 -3.907
C 0.378 2.973 -5.030
C 1.253 3.546 -5.990
H 4.148 3.274 -4.526
H 2.737 2.094 -2.907
H 0.308 2.117 -3.102
H -0.689 2.836 -5.247
H 0.823 3.905 -6.921
N 4.280 -5.702 -0.991
C 3.909 -5.411 -2.233
C 3.238 -4.269 -2.593
C 2.874 -3.385 -1.576
C 3.154 -3.720 -0.295
C 3.873 -4.891 -0.028
H 4.260 -6.127 -2.957
H 3.067 -4.045 -3.614
H 2.397 -2.414 -1.804
H 2.799 -3.102 0.542
H 4.262 -5.149 0.931

Results
HOMO = -5.45 eV
Total charge = -1
DFT total energy = -162255.8729 eV
Multiplicity = 1
LUMO = 1.9 eV
Orbital gap = 7.31 eV

# 3
Computed, not measured: C39H78Cl18O4P as an isolated structure, with ωB97M-V/def2-TZVPD.

Atoms and positions in Å:
C -5.870 -2.101 0.085
C -5.777 -0.982 -0.951
C -4.869 -1.321 -2.125
C -3.386 -1.380 -1.744
C -2.519 -2.469 -2.397
C -1.299 -1.865 -3.074
C -0.232 -2.838 -3.533
C 0.374 -3.664 -2.389
C 1.884 -3.466 -2.316
C 2.599 -4.315 -1.272
C 4.048 -4.705 -1.579
C 5.085 -3.785 -0.947
C 4.992 -2.298 -1.332
C 5.314 -1.296 -0.220
C 4.347 -1.296 0.951
C 4.447 -0.024 1.772
O 3.971 1.134 1.085
C 4.727 2.313 1.267
P 4.060 3.482 2.560
C 2.925 4.527 1.575
C 2.875 2.330 3.324
O 4.638 -2.353 1.834
C 3.538 -2.858 2.598
C 3.707 -4.350 2.990
O 2.946 -4.666 3.936
O 4.546 -4.995 2.348
H -5.056 -2.064 0.806
H -6.812 -2.060 0.630
H -5.823 -3.076 -0.400
H -6.778 -0.784 -1.333
H -5.397 -0.072 -0.491
H -4.992 -0.551 -2.890
H -5.204 -2.262 -2.560
H -2.944 -0.416 -1.999
H -3.309 -1.486 -0.662
H -3.094 -3.010 -3.154
H -2.226 -3.197 -1.643
H -1.681 -1.313 -3.940
H -0.829 -1.138 -2.413
H 0.571 -2.271 -3.994
H -0.645 -3.481 -4.318
H -0.029 -3.275 -1.452
H 0.129 -4.723 -2.461
H 2.326 -3.631 -3.302
H 2.039 -2.410 -2.087
H 2.602 -3.789 -0.314
H 2.019 -5.224 -1.104
H 4.211 -4.798 -2.658
H 4.215 -5.691 -1.148
H 6.074 -4.131 -1.256
H 5.033 -3.938 0.125
H 5.705 -2.135 -2.145
H 4.019 -2.035 -1.750
H 5.270 -0.284 -0.637
H 6.333 -1.439 0.145
H 3.327 -1.410 0.553
H 5.495 0.093 2.060
H 3.867 -0.158 2.686
H 4.764 2.853 0.317
H 5.757 2.085 1.546
H 2.504 5.272 2.248
H 2.105 3.978 1.114
H 3.494 5.050 0.808
H 2.294 1.877 2.525
H 2.246 2.853 4.039
H 3.457 1.557 3.818
H 3.424 -2.296 3.523
H 2.610 -2.750 2.026
Cl -8.506 1.784 0.343
C -7.430 3.181 0.641
C -6.831 3.716 -0.633
Cl -5.676 2.559 -1.343
H -6.655 2.854 1.331
H -8.030 3.943 1.128
H -6.278 4.628 -0.431
H -7.597 3.926 -1.375
Cl 3.480 3.865 6.780
C 5.196 4.100 7.209
C 6.096 4.083 6.001
Cl 6.184 2.480 5.250
H 5.466 3.317 7.912
H 5.268 5.068 7.703
H 7.106 4.354 6.304
H 5.748 4.778 5.238
Cl -7.048 -4.159 -3.025
C -8.681 -4.726 -2.598
C -8.995 -4.476 -1.145
Cl -8.020 -5.502 -0.063
H -8.744 -5.784 -2.839
H -9.383 -4.174 -3.221
H -10.040 -4.713 -0.954
H -8.807 -3.439 -0.876
Cl -4.368 6.169 -1.785
C -2.746 5.432 -1.603
C -2.157 5.024 -2.928
Cl -3.013 3.645 -3.653
H -2.843 4.581 -0.933
H -2.110 6.186 -1.141
H -1.125 4.713 -2.776
H -2.181 5.847 -3.638
Cl 1.408 0.354 -1.989
C 2.472 1.675 -1.458
C 1.789 2.569 -0.458
Cl 0.452 3.508 -1.193
H 2.783 2.230 -2.340
H 3.343 1.217 -0.991
H 2.500 3.289 -0.062
H 1.371 1.988 0.360
Cl 8.749 -2.227 4.058
C 7.522 -3.204 4.924
C 6.119 -2.896 4.488
Cl 5.618 -1.241 4.969
H 7.664 -3.021 5.986
H 7.736 -4.248 4.704
H 5.423 -3.591 4.957
H 6.002 -2.964 3.410
Cl -7.389 6.456 1.367
C -6.029 7.524 1.815
C -6.444 8.596 2.786
Cl -7.547 9.785 2.044
H -5.633 7.945 0.894
H -5.269 6.892 2.271
H -5.563 9.141 3.118
H -6.950 8.173 3.649
Cl -2.057 -2.705 -6.866
C -0.939 -2.185 -8.151
C 0.493 -2.544 -7.868
Cl 1.177 -1.613 -6.516
H -1.053 -1.110 -8.270
H -1.252 -2.682 -9.067
H 1.089 -2.308 -8.749
H 0.608 -3.599 -7.633
Cl 0.144 1.285 0.914
C 0.254 -0.156 1.962
C -1.023 -0.951 1.968
Cl -2.360 -0.077 2.772
H 0.520 0.185 2.959
H 1.063 -0.772 1.571
H -0.868 -1.876 2.520
H -1.348 -1.185 0.958

Results
HOMO = -5.09 eV
Total charge = -1
DFT total energy = -284592.5725 eV
Multiplicity = 1
LUMO = 1.6 eV
Orbital gap = 6.70 eV

> Which value of orbital gap does entry 1 give?

10.55 eV